{"formula": "C25H25FNO6", "method": "ωB97M-V with the def2-TZVPD basis set", "de_lowest_kcal_mol": 59.0, "total_charge": -1, "homo_ha": -0.11642, "total_energy_ha": -1573.6794, "gap_ev": 5.44, "elements": ["C", "C", "O", "C", "C", "F", "C", "O", "O", "C", "C", "O", "H", "H", "H", "H", "H", "H", "H", "H", "H", "H", "C", "N", "C", "C", "C", "C", "C", "C", "C", "C", "O", "C", "C", "C", "C", "C", "C", "C", "O", "C", "C", "H", "H", "H", "H", "H", "H", "H", "H", "H", "H", "H", "H", "H", "H", "H"], "positions_angstrom": [[0.7104, -2.3736, -5.7460], [1.5346, -1.2078, -5.2948], [0.7191, -0.4639, -4.3380], [1.4100, 0.0536, -3.3136], [0.5075, 0.7747, -2.3375], [-0.8101, 0.8060, -2.7481], [1.0575, 2.1608, -2.0903], [2.2072, 2.5056, -2.2400], [0.0699, 3.0068, -1.7061], [0.5283, 4.3874, -1.6059], [-0.5730, 5.1409, -0.9138], [2.6106, -0.0589, -3.1343], [1.2515, -2.9733, -6.4779], [0.4642, -2.9871, -4.8763], [-0.2171, -2.0098, -6.1891], [2.4451, -1.5342, -4.7861], [1.7603, -0.5236, -6.1212], [1.4653, 4.4078, -1.0336], [0.6990, 4.7699, -2.6237], [-0.3479, 6.2087, -0.8882], [-1.5157, 4.9854, -1.4475], [-0.6882, 4.7805, 0.1127], [1.6201, 3.0531, 5.2339], [0.4660, 2.3183, 4.7434], [-0.3824, 1.7608, 5.7916], [0.5336, 1.6922, 3.4929], [0.8851, 0.3226, 3.3770], [0.8731, -0.2940, 2.1481], [0.3437, 0.3474, 0.9941], [0.0816, -0.4244, -0.1855], [-0.5311, -1.6203, -0.1496], [-0.6385, -2.5587, -1.3165], [-0.1892, -2.4093, -2.4430], [-1.3942, -3.7388, -0.7917], [-1.7131, -3.5505, 0.5616], [-2.3320, -4.5363, 1.3200], [-2.6538, -5.7427, 0.6901], [-2.3899, -5.9213, -0.6830], [-1.7576, -4.9192, -1.4359], [-1.3147, -2.1884, 1.0040], [-1.6534, -1.6598, 2.0576], [0.0759, 1.7348, 1.1055], [0.2317, 2.4061, 2.3045], [2.1133, 3.5715, 4.4019], [1.2527, 3.7738, 5.9733], [2.3502, 2.3813, 5.7191], [-1.3596, 1.5004, 5.3622], [0.0636, 0.8601, 6.2442], [-0.5184, 2.5224, 6.5688], [1.1749, -0.2483, 4.2611], [1.2542, -1.3157, 2.0642], [0.3734, 0.0483, -1.2110], [-2.5359, -4.3489, 2.3743], [-3.1155, -6.5437, 1.2679], [-2.6775, -6.8529, -1.1704], [-1.5438, -5.0187, -2.4982], [-0.3265, 2.2619, 0.2470], [0.0455, 3.4811, 2.3756]]}